Density functional theory data (wB97M-V/def2-TZVPD) for 2 unconnected molecules or ions with the total composition C3Cl3F3O at a distorted geometry.

CARTESIAN COORDINATES (ANGSTROEM)
C  -0.29968  0.83555  1.09123
C  -0.57280  1.28187  -0.16076
C  0.40123  -0.45398  1.42430
O  -1.64260  0.78217  0.32202
F  0.29373  -0.70960  2.68660
F  -0.01205  -1.53641  0.79193
F  1.73172  -0.36162  1.19112
Cl  -0.00293  -1.91997  -2.52006
Cl  -0.29037  2.22780  -1.40469
Cl  0.39373  -0.14582  -3.42168

Forces on the atoms, in the same order (eV/Å):
2.2 0.2 -0.4
0.4 -0.7 3.2
0.7 0.7 -0.8
-2.6 -0.8 -1.0
-0.5 -0.4 2.4
-0.8 -0.7 -1.0
0.0 0.6 -0.5
0.2 0.7 -0.4
0.3 1.3 -1.8
-0.1 -1.0 0.1

Calculated values
Gap between HOMO and LUMO in eV: 7.7
Strongest force on any atom in eV Å⁻¹: 3.3
Energy above the lowest of the compared OMol25 structures with the same formula, charge and spin in kcal per mole: 104.4
SMILES string: FC(F)(F)C1=C(Cl)O1.ClCl
LUMO in eV: -1.57
E in Ha: -1869.54904

=====

Density functional theory data (wB97M-V/def2-TZVPD) for a single C3ClF3 molecule at a distorted geometry.

CARTESIAN COORDINATES (ANGSTROEM)
C  0.30598  0.23445  -0.27400
C  0.90483  -1.04052  -0.22447
C  -0.78010  0.75284  0.37432
F  0.64755  0.80121  -1.37814
F  0.96526  -1.75579  0.87968
F  -1.45513  0.19647  1.37863
Cl  -1.65081  2.00026  -0.45192

Forces on the atoms, in the same order (eV/Å):
-1.6 -0.8 3.1
1.1 -2.1 -0.4
-0.8 -0.3 -1.0
0.7 1.8 -2.1
-0.7 1.2 0.1
1.2 0.5 -0.6
0.1 -0.3 0.8

Calculated values
Gap between HOMO and LUMO (alpha / beta) in eV: 7.8 / 7.8
Strongest force on any atom in eV Å⁻¹: 3.6
Energy above the lowest of the compared OMol25 structures with the same formula, charge and spin in kcal per mole: 40.8
LUMO (alpha / beta) in eV: -1.46 / -1.46
E in Ha: -873.93785

=====

Density functional theory data (wB97M-V/def2-TZVPD) for a single C3ClF6NO molecule at a distorted geometry.

CARTESIAN COORDINATES (ANGSTROEM)
C  -0.16664  0.41370  -0.05208
C  -1.21083  -0.52621  0.51240
C  1.24860  -0.19889  0.01597
N  -0.28821  0.47203  -1.57506
O  -0.26228  1.52575  -2.11349
F  -0.93831  -0.61437  1.88404
F  -1.22224  -1.69243  0.06089
F  -2.41778  -0.07606  0.38497
F  1.24645  -1.37345  -0.61608
F  2.09512  0.61708  -0.57778
F  1.82457  -0.44278  1.20693
Cl  0.09155  1.89564  0.86929

Forces on the atoms, in the same order (eV/Å):
2.2 0.8 0.2
0.5 2.0 3.6
1.3 -1.5 0.6
-0.9 0.4 -0.9
0.0 -0.4 1.1
-0.3 0.1 -1.2
0.8 -3.6 -1.7
-1.7 1.5 -0.2
0.1 -0.2 -0.4
0.4 0.5 -1.0
-1.2 0.2 0.3
-1.1 0.3 -0.3

Calculated values
Gap between HOMO and LUMO in eV: 9.2
Strongest force on any atom in eV Å⁻¹: 4.1
Energy above the lowest of the compared OMol25 structures with the same formula, charge and spin in kcal per mole: 2.1
SMILES string: O=NC(Cl)(C(F)(F)F)C(F)(F)F
LUMO in eV: -1.39
E in Ha: -1303.61961

=====

Q: What is the formula in the first record?
A: C3Cl3F3O